# 1
111
Properties=species:S:1:pos:R:3:forces:R:3 method="wB97M-V/def2-TZVPD" homo_lumo_gap_ev="6.36 / 6.36" spin_multiplicity=1 de_lowest_kcal_mol=0.0
Cd -1.60068 0.27874 -1.32234 0.3 0.1 -0.3
O -0.97598 4.58979 -0.92855 -0.1 0.2 0.0
S -0.02034 3.56866 -0.44177 0.2 0.1 0.3
C 1.64701 4.14703 -0.90456 0.1 -0.4 0.1
C 1.89979 5.51268 -0.92969 -0.2 0.0 -0.1
C 3.18915 5.97493 -1.12079 0.0 0.0 0.0
C 4.22890 5.06386 -1.25240 0.1 0.0 0.0
C 3.96684 3.70599 -1.30815 -0.1 0.1 0.0
C 2.66058 3.22291 -1.20185 -0.2 0.0 0.4
P 2.18607 1.48511 -1.64349 0.0 0.0 -0.5
C 2.44779 1.70164 -3.47474 0.1 -0.1 0.1
C 3.69997 2.00652 -4.01603 -0.1 0.0 0.0
C 3.86900 2.14418 -5.38256 0.1 0.0 0.0
C 2.78900 1.98785 -6.24354 0.0 0.0 0.0
C 1.54102 1.69448 -5.72235 0.0 0.0 0.0
C 1.37589 1.55971 -4.34897 -0.1 -0.1 0.2
C 3.68979 0.52967 -1.20297 -0.1 0.0 0.2
C 4.23846 0.67751 0.07255 0.0 0.0 -0.1
C 5.36392 -0.04096 0.44621 0.0 0.0 0.1
C 5.93806 -0.94465 -0.43755 0.0 0.0 0.0
C 5.34823 -1.16167 -1.67497 0.0 0.0 0.0
C 4.22195 -0.44163 -2.04985 0.0 0.1 0.0
C 0.08786 3.83451 1.38688 -0.1 -0.3 0.1
C 0.80634 4.88212 1.96473 -0.1 -0.1 -0.1
C 0.72098 5.13906 3.31985 0.1 0.1 0.0
C -0.08294 4.35241 4.12688 0.0 0.0 0.2
C -0.78293 3.29973 3.57498 0.0 0.0 -0.1
C -0.70859 3.01440 2.20937 0.2 0.2 -0.4
P -1.60414 1.51601 1.57795 0.5 0.0 0.6
C -3.15077 1.76644 2.54548 -0.1 0.0 -0.2
C -3.52581 1.07367 3.69166 -0.1 0.0 -0.1
C -4.74714 1.33954 4.30204 0.0 0.0 0.0
C -5.58623 2.31591 3.78962 0.0 0.0 0.0
C -5.20662 3.03082 2.65930 0.0 0.0 0.0
C -4.00109 2.75439 2.03636 0.0 -0.2 0.0
C -0.72410 0.24986 2.59193 -0.1 0.0 -0.1
C 0.53149 0.43232 3.16942 0.0 0.0 0.0
C 1.13557 -0.59184 3.88892 0.0 0.0 0.0
C 0.50139 -1.81565 4.03584 0.0 0.0 0.0
C -0.73454 -2.02121 3.43767 0.0 0.0 0.0
C -1.32862 -1.00532 2.70598 0.0 0.1 0.0
H 1.06838 6.19670 -0.80406 0.0 0.0 0.0
H 3.38851 7.03848 -1.14510 0.0 0.0 0.0
H 5.24798 5.41756 -1.35114 0.0 0.0 0.0
H 4.78590 3.01601 -1.46018 0.0 0.0 0.0
H 4.55664 2.13083 -3.36864 0.0 -0.1 0.0
H 4.85048 2.36644 -5.78344 0.0 0.0 0.0
H 2.92362 2.09435 -7.31240 0.0 0.0 0.0
H 0.69107 1.56245 -6.37986 0.0 0.0 0.0
H 0.39533 1.33005 -3.95793 -0.1 -0.1 0.1
H 3.78361 1.37052 0.77226 0.1 0.1 0.0
H 5.79264 0.10455 1.43030 0.0 0.0 0.0
H 6.82789 -1.49310 -0.15559 0.0 0.0 0.0
H 5.76963 -1.89211 -2.35456 0.0 0.0 0.0
H 3.76143 -0.62895 -3.01200 0.1 0.1 -0.1
H 1.44422 5.50409 1.36702 0.1 0.1 -0.2
H 1.28680 5.95769 3.74636 0.0 0.0 0.0
H -0.15068 4.55059 5.18984 0.0 0.0 0.0
H -1.39906 2.67398 4.20784 0.0 0.0 0.0
H -2.87268 0.32034 4.11287 0.0 0.0 0.0
H -5.03675 0.78212 5.18451 0.0 0.0 0.0
H -6.53693 2.52242 4.26569 0.0 0.0 0.0
H -5.86245 3.79992 2.26926 0.1 0.0 0.0
H -3.70554 3.27402 1.13097 -0.1 0.1 0.0
H 1.04934 1.37660 3.06401 0.0 0.0 0.0
H 2.10096 -0.42393 4.35124 0.0 0.0 -0.1
H 0.96353 -2.60445 4.61619 0.0 0.0 0.0
H -1.23887 -2.97259 3.54663 0.0 0.0 0.0
H -2.29368 -1.17444 2.23878 0.0 -0.1 0.0
C -5.01360 1.58503 -2.95001 -0.2 0.0 -0.1
O -4.05653 2.05830 -1.99850 0.1 -0.2 0.2
C -3.71212 1.35573 -0.92270 -0.5 0.3 -0.4
C -4.70586 0.27385 -0.56376 0.1 -0.1 0.0
H -4.64270 0.66969 -3.41996 0.0 0.0 0.0
H -5.11012 2.36505 -3.69972 0.0 0.0 0.0
H -5.98481 1.39285 -2.49444 0.0 0.0 0.0
H -5.62262 0.78094 -0.23179 0.0 0.0 0.0
H -4.32288 -0.30971 0.27489 0.0 0.0 0.0
H -4.98468 -0.40995 -1.37140 0.0 0.0 0.0
C -1.62332 -4.50614 -4.59736 0.0 0.0 0.0
C -0.46013 -4.86934 -3.93306 0.0 0.0 0.0
C -0.21932 -4.41093 -2.64476 0.0 0.0 0.0
C -1.13641 -3.57773 -2.01356 0.0 0.0 0.0
C -2.29819 -3.21201 -2.69018 0.0 0.0 0.1
C -2.54763 -3.68161 -3.97111 0.0 0.0 0.0
As -0.87555 -2.82789 -0.22694 -0.1 -0.3 -0.1
C -1.68225 -4.21489 0.87286 0.1 0.1 0.3
C -3.03380 -4.41412 1.11260 0.0 0.0 -0.1
C -3.43788 -5.30044 2.10154 0.0 0.0 0.0
C -2.48766 -5.96388 2.87043 0.0 0.1 0.0
C -1.13552 -5.75509 2.64648 0.1 0.0 0.0
C -0.72006 -4.88123 1.64622 -0.1 -0.1 -0.1
C 0.67684 -4.55312 1.30601 0.1 0.0 -0.1
C 1.81531 -5.09749 1.89330 0.0 0.0 0.1
C 3.07251 -4.70678 1.45733 0.0 0.0 0.0
C 3.20883 -3.78393 0.42584 0.0 0.0 0.0
C 2.07921 -3.22403 -0.15382 -0.1 0.1 0.0
C 0.81811 -3.60700 0.28260 0.1 0.1 0.1
H -1.80786 -4.86164 -5.60346 0.0 0.0 0.0
H 0.26155 -5.51441 -4.41871 0.0 0.0 0.0
H 0.68659 -4.70662 -2.13000 0.0 0.0 0.0
H -3.01202 -2.55493 -2.20542 0.0 0.1 0.0
H -3.45972 -3.40160 -4.48333 0.0 0.0 0.0
H -3.77465 -3.88558 0.52311 0.0 0.0 0.0
H -4.49231 -5.46468 2.28515 0.0 0.0 0.0
H -2.80765 -6.63561 3.65664 0.0 0.0 0.0
H -0.40463 -6.26420 3.26442 0.0 0.0 0.0
H 1.72587 -5.81753 2.69806 0.0 0.0 0.0
H 3.95551 -5.12149 1.92833 0.0 0.0 0.0
H 4.19402 -3.49108 0.08357 0.0 0.0 0.0
H 2.18236 -2.48451 -0.94075 0.0 0.0 0.0

=====

# 2
119
Properties=species:S:1:pos:R:3:forces:R:3 method="wB97M-V/def2-TZVPD" homo_lumo_gap_ev=6.75 spin_multiplicity=1 total_charge=+1
W -0.96644 -1.16838 0.38579 -0.1 -1.3 -0.7
C 0.13959 -0.85208 -2.91111 0.0 0.1 0.1
N -0.47794 -1.76176 -1.90276 -0.3 0.3 0.2
C -1.77021 -2.20642 -2.46998 0.0 0.0 0.0
C -2.92972 -1.41893 -1.93564 -0.1 0.0 -0.6
C -4.12844 -1.42474 -2.62640 0.2 0.0 -0.1
C -5.28613 -1.00918 -1.99336 -0.2 0.0 -0.2
C -5.21172 -0.65605 -0.66391 0.2 0.1 0.3
C -3.96481 -0.63149 -0.05966 -0.5 0.4 0.1
N -2.82621 -0.89826 -0.70699 -0.7 -0.5 0.3
C 0.49945 -2.88391 -1.77500 -0.2 -0.2 0.0
C 0.56494 -3.57677 -0.43468 0.3 0.0 -0.6
C 0.74427 -4.93835 -0.33639 0.1 0.0 -0.2
C 0.91866 -5.50480 0.91846 0.0 -0.3 -0.1
C 0.91498 -4.69325 2.03058 0.0 0.3 0.1
C 0.69361 -3.33558 1.84353 0.3 -0.1 0.5
N 0.54285 -2.78517 0.63964 -0.6 -0.2 0.4
C -0.64126 0.30817 -3.48739 0.0 -0.3 -0.3
C -0.71211 0.38655 -4.87722 -0.1 0.0 0.0
C -1.25183 1.51805 -5.46572 0.0 0.0 -0.1
C -1.67293 2.54873 -4.64676 0.0 0.0 0.1
C -1.55770 2.38000 -3.27515 -0.1 0.0 -0.1
N -1.08523 1.27898 -2.70059 0.0 0.0 0.2
H 0.39134 -1.49000 -3.76303 0.2 0.0 0.0
H 1.07064 -0.47214 -2.49671 0.0 0.0 0.0
H -1.95803 -3.23383 -2.16709 0.1 -0.1 0.0
H -1.74034 -2.17208 -3.56219 0.0 0.0 0.0
H -4.14807 -1.80665 -3.63951 0.0 0.0 0.0
H -6.23191 -1.00340 -2.52183 0.0 0.0 0.0
H -6.08633 -0.40140 -0.08168 0.0 0.0 0.0
H -3.86773 -0.39124 0.98719 0.0 0.0 0.0
H 1.48768 -2.45635 -1.94763 0.1 0.0 0.0
H 0.32661 -3.62069 -2.56347 0.0 0.0 0.0
H 0.73417 -5.54768 -1.22994 0.0 0.0 0.0
H 1.03728 -6.57709 1.01879 0.0 0.0 0.0
H 1.02998 -5.08743 3.03022 0.0 0.0 0.0
H 0.63738 -2.65311 2.68140 -0.1 0.0 0.0
H -0.33367 -0.42441 -5.48792 0.0 0.0 0.0
H -1.31587 1.60032 -6.54338 0.0 0.0 0.0
H -2.06939 3.47015 -5.05072 0.0 0.0 0.0
H -1.82139 3.19128 -2.60894 -0.1 0.0 0.1
Br -3.47076 -7.28364 2.63133 0.0 0.0 0.0
C -2.99702 -5.46548 2.52024 0.0 0.0 -0.1
C -2.94935 -4.66766 3.66252 0.0 0.0 0.0
Br -3.33141 -5.39377 5.35611 0.0 0.0 0.0
C -2.61975 -3.31100 3.55280 0.0 0.0 0.1
Br -2.55084 -2.15162 5.03344 0.0 -0.1 0.0
C -2.31333 -2.76981 2.31745 0.1 0.0 0.0
O -2.00899 -1.48792 2.09000 -0.6 0.1 0.2
C -2.30816 -3.58743 1.17973 0.2 0.1 0.0
O -1.91249 -2.99162 0.05412 0.0 0.1 0.1
C -2.68633 -4.91121 1.27201 0.0 -0.2 0.0
Br -2.75429 -5.90379 -0.33573 0.0 0.0 0.1
C 7.89110 -1.07047 -2.26205 -0.1 0.0 0.0
C 6.60365 -0.32782 -2.51624 0.0 0.0 0.1
C 6.42163 0.35551 -3.71243 0.0 0.0 0.0
C 5.24211 1.03676 -3.97670 0.0 0.0 0.0
C 4.24763 1.07050 -3.01547 0.0 0.0 -0.1
C 4.42192 0.39960 -1.80849 -0.2 0.2 0.1
N 3.35943 0.46357 -0.86004 0.1 -0.2 0.0
C 3.46176 0.90419 0.43235 0.1 0.2 -0.2
C 4.58893 1.63211 0.85086 0.0 -0.1 0.0
C 4.67409 2.10773 2.13903 0.0 0.1 0.1
C 3.65857 1.88714 3.07596 0.0 0.0 0.0
C 2.55327 1.17139 2.68633 0.0 0.0 0.1
C 2.43827 0.67883 1.37970 -0.2 -0.2 -0.1
C 1.21646 -0.02674 1.03996 0.9 0.5 0.4
O 0.38943 -0.45555 1.90477 0.0 0.0 0.5
O 0.81944 -0.22758 -0.14535 0.8 0.4 -1.2
C 5.58231 -0.33335 -1.55295 0.1 -0.1 0.0
C 5.74809 -1.13957 -0.29142 0.0 0.0 0.0
H 8.62715 -0.84003 -3.03038 0.0 0.0 0.0
H 7.73479 -2.15212 -2.26410 0.0 0.0 0.0
H 8.31956 -0.81118 -1.29236 0.0 0.0 0.0
H 7.21813 0.35358 -4.44714 0.0 0.0 0.0
H 5.11180 1.55983 -4.91558 0.0 0.0 0.0
H 3.33211 1.62861 -3.17979 0.0 0.0 0.0
H 2.45854 0.12040 -1.13912 0.0 0.0 0.0
H 5.37567 1.83555 0.13528 0.0 0.0 0.0
H 5.54713 2.68224 2.42601 0.0 0.0 0.0
H 3.73613 2.27993 4.08024 0.0 0.0 0.0
H 1.73958 0.98863 3.37844 0.0 0.0 0.0
H 4.79279 -1.31738 0.20031 0.0 0.0 0.0
H 6.39788 -0.63704 0.43110 0.0 0.0 0.0
H 6.20077 -2.10587 -0.51411 0.0 0.0 0.0
C 1.76772 4.86440 -0.22662 0.0 -0.1 0.0
C 1.59501 3.71440 -0.98477 -0.1 0.0 0.1
C 0.60768 2.79648 -0.64630 0.1 0.0 0.0
C -0.22087 3.01240 0.45502 0.0 0.0 -0.1
C -0.03349 4.16717 1.21429 0.0 0.0 0.0
C 0.95015 5.08636 0.87333 0.0 0.0 0.0
Sb -1.61745 1.48881 1.03287 0.0 0.7 0.4
C -1.58582 1.85690 3.13245 -0.1 -0.1 0.1
C -1.13338 0.90715 4.04254 0.0 0.2 0.1
C -1.10803 1.19112 5.40542 0.0 0.0 -0.1
C -1.54227 2.42083 5.87226 0.0 0.0 0.0
C -2.03291 3.36231 4.97486 0.0 0.0 0.0
C -2.06569 3.07605 3.61850 0.0 0.0 0.0
C -3.60138 2.22238 0.76459 0.0 -0.1 -0.1
C -4.06884 2.67514 -0.46422 0.0 0.1 0.0
C -5.40878 2.98765 -0.64787 0.0 0.0 0.0
C -6.30773 2.82451 0.39671 0.1 0.0 0.0
C -5.85598 2.35012 1.62245 0.1 0.0 0.0
C -4.51146 2.04767 1.80806 -0.2 0.1 -0.1
H 2.53825 5.58007 -0.48604 0.0 0.0 0.0
H 2.23237 3.52295 -1.84087 0.0 0.0 0.0
H 0.50046 1.89765 -1.23569 0.0 0.1 0.1
H -0.62763 4.36262 2.09408 0.0 0.0 0.0
H 1.07930 5.97486 1.47970 0.0 0.0 0.0
H -0.81802 -0.06155 3.70264 0.0 -0.1 0.0
H -0.75787 0.43755 6.10149 0.0 0.0 0.0
H -1.51784 2.64303 6.93195 0.0 0.0 0.0
H -2.39960 4.31670 5.33277 0.0 0.0 0.0
H -2.50376 3.80218 2.94248 0.0 0.0 0.0
H -3.39611 2.78582 -1.30087 0.1 0.0 0.0
H -5.74810 3.35124 -1.61022 0.0 0.0 0.0
H -7.35369 3.06683 0.25845 0.0 0.0 0.0
H -6.54891 2.21415 2.44289 0.0 0.0 0.0
H -4.19066 1.66801 2.77013 0.0 0.0 0.0